8
Properties=species:S:1:pos:R:3 method="wB97M-V/def2-TZVPD" total_energy_ha=-913.44569 total_charge=0 de_lowest_kcal_mol=29.7 smiles="[H]/N=P/Cl.N" orbital_gap_ev=8.90
N -1.597 0.168 1.045
N 0.944 -0.741 -0.999
P 2.415 -0.424 -0.551
Cl 2.462 1.406 -1.449
H -2.566 0.025 0.905
H -1.389 1.131 1.372
H 0.632 -1.627 -0.510
H -0.900 0.062 0.187

36
Properties=species:S:1:pos:R:3 method="wB97M-V/def2-TZVPD" total_energy_ha=-3799.05881 total_charge=0 de_lowest_kcal_mol=6.7 orbital_gap_ev=6.77
Cu 0.275 0.997 -0.905
N 2.394 3.066 -2.934
C 1.450 2.267 -3.491
N 0.520 1.651 -2.822
C -0.278 0.871 -3.646
C 0.060 0.902 -4.956
S 1.416 1.942 -5.202
C -1.354 0.113 -3.013
C -2.203 -0.753 -3.608
S -3.321 -1.386 -2.456
C -2.549 -0.431 -1.213
N -1.542 0.281 -1.647
N -3.009 -0.437 0.048
H 2.206 3.430 -2.015
H 2.955 3.631 -3.545
H -0.402 0.387 -5.781
H -2.226 -1.063 -4.639
H -3.702 -1.105 0.330
H -2.543 0.101 0.761
N 1.764 0.573 0.423
C 1.265 -0.072 1.646
C 2.007 -0.071 2.815
C 1.491 -0.689 3.949
C 0.259 -1.314 3.899
C -0.471 -1.337 2.719
C 0.033 -0.709 1.596
S -0.470 -2.201 5.304
O 0.298 -1.770 6.455
O -1.856 -1.760 5.279
O -0.274 -3.586 4.905
H 2.323 1.381 0.673
H 2.397 -0.072 -0.042
H 2.974 0.420 2.844
H 2.028 -0.691 4.890
H -1.426 -1.847 2.728
H -0.488 -0.721 0.648

80
Properties=species:S:1:pos:R:3 method="wB97M-V/def2-TZVPD" total_energy_ha=-4911.39705 spin_multiplicity=4 total_charge=0 s2=3.804 orbital_gap_ev="7.90 / 8.35"
Cr -2.968 -0.064 0.559
O 0.931 -0.433 -0.014
C -0.371 -0.590 0.353
O -0.849 0.030 1.261
O -1.265 -0.973 -0.430
H 1.172 0.139 0.719
O -5.535 0.846 3.399
C -4.733 0.693 2.379
O -3.500 0.648 2.464
O -4.974 0.369 1.251
H -4.977 0.734 4.172
O -2.949 3.280 -1.743
C -2.916 2.102 -1.101
O -3.425 1.092 -1.432
O -2.561 2.010 0.052
H -2.626 3.911 -1.095
C -4.363 -3.877 -1.326
S -4.467 -2.060 -1.702
O -4.053 -1.475 -0.410
C -3.185 -1.876 -3.068
H -3.748 -4.404 -2.057
H -5.276 -4.469 -1.387
H -3.974 -3.963 -0.311
H -2.551 -2.760 -2.999
H -2.548 -1.001 -2.939
H -3.609 -1.943 -4.071
C 0.386 3.573 0.013
S -0.449 5.236 0.465
O -1.908 5.067 0.022
C -0.537 4.973 2.269
H 1.429 3.650 0.318
H 0.223 3.202 -0.999
H 0.020 2.671 0.504
H -1.140 4.073 2.396
H -0.835 5.861 2.826
H 0.431 4.700 2.689
C -1.945 -4.598 1.995
S -2.622 -3.043 2.789
O -2.936 -1.951 1.704
C -4.311 -3.661 3.500
H -1.302 -5.049 2.751
H -1.339 -4.367 1.119
H -2.826 -5.219 1.835
H -4.999 -3.834 2.673
H -4.737 -2.914 4.170
H -4.092 -4.590 4.027
C 2.142 -3.658 1.072
S 3.822 -3.915 0.396
O 3.734 -4.742 -0.916
C 4.027 -2.113 -0.022
H 2.250 -3.607 2.155
H 1.545 -4.536 0.827
H 1.667 -2.815 0.570
H 3.203 -1.619 -0.538
H 4.881 -1.909 -0.668
H 4.347 -1.656 0.914
C 4.469 2.161 0.537
S 3.343 2.273 1.967
O 2.211 1.342 1.600
C 4.474 1.325 3.171
H 5.306 2.819 0.772
H 4.149 2.617 -0.399
H 5.037 1.239 0.415
H 5.443 1.805 3.305
H 4.575 0.405 2.596
H 3.844 1.237 4.057
O 2.497 3.877 -3.449
C 3.255 2.887 -3.737
O 2.852 1.699 -3.711
C 1.738 1.317 -2.935
C 1.324 -0.161 -3.159
C 4.661 3.010 -4.261
H 0.916 1.999 -3.156
H 2.235 1.583 -2.002
H 0.508 -0.481 -2.512
H 2.185 -0.792 -2.937
H 1.142 -0.220 -4.232
H 4.861 3.973 -4.731
H 4.802 2.281 -5.059
H 5.363 2.630 -3.519